Entry from OMol25: a cluster of 2 separate species, C2H8NO2 in total in a non-equilibrium geometry (the ωB97M-V functional and the def2-TZVPD basis).

ORCA input file:
```
! RIJCOSX wB97M-V def2-TZVPD def2/J DEFGRID3
* xyz -1 1
C 1.147 -0.188 0.134
N -0.139 -0.801 0.346
C -1.067 -0.079 1.332
O -0.750 -0.290 2.583
H 1.669 0.140 1.042
H 1.809 -0.898 -0.371
H 1.103 0.697 -0.509
H 0.043 -1.688 0.800
H -1.020 0.978 0.949
H -2.064 -0.405 0.963
H -0.376 0.389 -1.833
H 0.044 1.500 -2.706
O -0.400 0.645 -2.729
*
```

Lowest unoccupied orbital energy: 0.1467 Ha
HOMO level: -2.5 eV
Maximum force: 2.32 eV/A
Kohn-Sham gap: 6.53 eV

Entry from OMol25: a cluster of 2 separate species, C2H8NO2 in total in a non-equilibrium geometry (the ωB97M-V functional and the def2-TZVPD basis).

ORCA input file:
```
! RIJCOSX wB97M-V def2-TZVPD def2/J DEFGRID3
* xyz -1 1
C -0.390 -1.160 0.548
N -0.189 0.047 -0.225
C -1.434 0.906 -0.252
O -1.957 1.194 0.925
H -0.899 -0.962 1.508
H 0.537 -1.694 0.767
H -1.121 -1.772 0.006
H 0.542 0.595 0.204
H -2.120 0.356 -0.948
H -1.073 1.789 -0.846
H 1.988 0.111 -0.977
H 3.270 0.676 -0.156
O 2.847 -0.086 -0.554
*
```

Lowest unoccupied orbital energy: 0.1435 Ha
HOMO level: -2.4 eV
Maximum force: 1.05 eV/A
Kohn-Sham gap: 6.33 eV

Entry from OMol25: a structure of composition C2H8NO2 (the ωB97M-V functional and the def2-TZVPD basis).

ORCA input file:
```
! RIJCOSX wB97M-V def2-TZVPD def2/J DEFGRID3
* xyz -1 1
C 0.686 -0.584 -0.706
O 0.160 -1.649 -0.043
C -0.340 0.536 -0.983
N -0.290 1.684 -0.076
H 1.178 -0.877 -1.643
H 1.517 -0.092 -0.161
H -1.343 0.111 -0.888
H -0.300 0.882 -2.025
H 0.669 2.008 0.008
H -0.558 1.344 0.846
H -0.086 -1.205 1.037
H -0.955 -1.423 2.471
O -0.339 -0.737 2.164
*
```

Lowest unoccupied orbital energy: 0.1699 Ha
HOMO level: -3.7 eV
Maximum force: 0.73 eV/A
Kohn-Sham gap: 8.30 eV

Entry from OMol25: a cluster of 2 separate species, C2H8NO2 in total in a non-equilibrium geometry (the ωB97M-V functional and the def2-TZVPD basis).

ORCA input file:
```
! RIJCOSX wB97M-V def2-TZVPD def2/J DEFGRID3
* xyz 1 1
O -0.886 -2.053 0.333
C -1.451 -1.190 1.003
C -0.825 0.162 1.076
N 0.475 0.336 0.437
H -2.534 -1.322 1.383
H -0.818 0.445 2.130
H -1.605 0.782 0.510
H 1.003 1.285 0.207
H 0.582 -0.171 -0.406
H 1.169 -0.250 0.949
H 2.296 0.358 -2.308
H 1.197 0.839 -3.109
O 1.397 0.778 -2.205
*
```

Lowest unoccupied orbital energy: -0.1382 Ha
HOMO level: -14.9 eV
Maximum force: 3.58 eV/A
Kohn-Sham gap: 11.15 eV

Entry from OMol25: a cluster of 2 separate species, C2H8NO3 in total in a non-equilibrium geometry (the ωB97M-V functional and the def2-TZVPD basis).

ORCA input file:
```
! RIJCOSX wB97M-V def2-TZVPD def2/J DEFGRID3
* xyz 1 1
O -0.074 -0.219 1.102
C -0.056 0.065 -0.092
O -1.044 0.386 -0.814
C 1.350 0.277 -0.648
N 2.234 -0.595 0.194
H -2.005 0.012 -0.371
H 1.484 0.182 -1.722
H 1.567 1.290 -0.303
H 1.624 -0.549 1.074
H 2.151 -1.576 -0.065
H 3.172 -0.228 0.222
H -3.640 0.995 0.728
H -3.739 -0.333 0.235
O -3.023 0.293 0.459
*
```

Lowest unoccupied orbital energy: -0.1240 Ha
HOMO level: -15.2 eV
Maximum force: 3.26 eV/A
Kohn-Sham gap: 11.79 eV

Entry from OMol25: a cluster of 2 separate species, C2H8NOP in total in a non-equilibrium geometry (the ωB97M-V functional and the def2-TZVPD basis).

ORCA input file:
```
! RIJCOSX wB97M-V def2-TZVPD def2/J DEFGRID3
* xyz 0 1
C -0.672 -0.095 0.450
C 1.225 -1.080 1.284
N 0.750 -0.074 0.643
O 0.889 2.047 -0.820
P 1.702 0.837 -0.543
H -0.721 0.556 -0.350
H -1.060 -1.116 0.187
H -1.220 0.125 1.383
H 0.500 -1.937 1.458
H -3.209 0.061 -2.730
H 2.312 -1.269 1.429
H 2.651 1.178 0.406
H -3.148 0.769 -2.797
*
```

Lowest unoccupied orbital energy (spin up / spin down): -0.0284 / -0.0284 Ha
HOMO level (spin up / spin down): -7.6 / -7.6 eV
Maximum force: 4.00 eV/A
Kohn-Sham gap (spin up / spin down): 6.83 / 6.83 eV

Going through the records in order, we get energy relative to the best compared isomer or geometry (same formula, charge and spin) values of 20.0, 20.2, 4.9, 45.0, 23.1, 93.3 kcal per mole.